{"formula": "C12H33BrN3O3V", "method": "ωB97M-V with the def2-TZVPD basis set", "charge": 1, "homo_ha": [-0.3830, -0.4108], "max_force_ev_per_a": 1.220, "orbital_gap_ev": [8.10, 8.84], "de_lowest_kj_mol": 0.0, "spin_multiplicity": 4, "e_tot_ev": -119319.4012, "symbols": ["V", "Br", "C", "C", "C", "O", "C", "N", "H", "H", "H", "H", "H", "H", "H", "H", "H", "H", "H", "C", "C", "C", "O", "C", "N", "H", "H", "H", "H", "H", "H", "H", "H", "H", "H", "H", "C", "C", "C", "O", "C", "N", "H", "H", "H", "H", "H", "H", "H", "H", "H", "H", "H"], "positions_angstrom": [[24.11, 22.99, -15.00], [25.73, 24.78, -13.86], [27.54, 22.01, -15.62], [26.80, 22.70, -16.73], [27.45, 22.45, -18.07], [26.77, 23.22, -19.03], [27.37, 23.19, -20.30], [25.36, 22.31, -16.77], [28.60, 22.24, -15.67], [27.44, 20.92, -15.70], [27.18, 22.28, -14.63], [26.83, 23.79, -16.58], [27.36, 21.38, -18.34], [28.51, 22.69, -18.04], [26.91, 23.95, -20.92], [27.21, 22.23, -20.81], [28.45, 23.37, -20.25], [24.95, 22.73, -17.60], [25.35, 21.31, -16.97], [21.34, 26.19, -16.16], [22.37, 25.30, -15.46], [21.62, 24.45, -14.45], [22.46, 23.57, -13.71], [21.87, 23.22, -12.47], [23.11, 24.42, -16.43], [20.51, 25.61, -16.58], [21.80, 26.73, -16.98], [20.94, 26.95, -15.49], [23.11, 25.92, -14.94], [20.86, 23.85, -14.99], [21.08, 25.12, -13.78], [21.61, 24.11, -11.89], [22.57, 22.62, -11.89], [20.94, 22.65, -12.61], [23.82, 25.01, -16.88], [22.47, 24.23, -17.21], [24.68, 19.02, -13.33], [24.48, 20.23, -14.21], [23.10, 20.17, -14.85], [22.77, 21.33, -15.62], [21.42, 21.27, -16.04], [24.63, 21.53, -13.49], [25.63, 19.10, -12.80], [24.76, 18.11, -13.93], [23.88, 18.88, -12.61], [25.21, 20.23, -15.03], [22.33, 20.00, -14.08], [23.04, 19.27, -15.48], [21.22, 20.31, -16.51], [21.25, 22.07, -16.75], [20.75, 21.42, -15.18], [25.62, 21.61, -13.21], [24.17, 21.46, -12.58]]}


{"formula": "C45H40FN3O20S", "method": "ωB97M-V with the def2-TZVPD basis set", "homo_ha": -0.3065, "max_force_ev_per_a": 1.909, "orbital_gap_ev": 6.46, "spin_multiplicity": 1, "smiles": "[H]/N=C/Cc1cc(NCCC)c2c(c1F)N(CCOC=O)c1ccc(COO)cc1S2.O=C1C=C(O)C(=O)C=C1O.O=C1C=C(O)C(=O)C=C1O.O=C1C=C(O)C(=O)C=C1O.O=C1C=C(O)C(=O)C=C1O", "e_tot_ev": -106280.6259, "symbols": ["C", "C", "C", "N", "C", "C", "C", "C", "C", "N", "C", "F", "C", "C", "S", "C", "C", "C", "C", "O", "O", "C", "C", "C", "N", "C", "C", "O", "C", "O", "H", "H", "H", "H", "H", "H", "H", "H", "H", "H", "H", "H", "H", "H", "H", "H", "H", "H", "H", "H", "H", "H", "H", "H", "C", "C", "C", "O", "C", "C", "C", "O", "O", "O", "H", "H", "H", "H", "C", "C", "C", "O", "C", "C", "C", "O", "O", "O", "H", "H", "H", "H", "C", "C", "C", "O", "C", "C", "C", "O", "O", "O", "H", "H", "H", "H", "C", "C", "C", "O", "C", "C", "C", "O", "O", "O", "H", "H", "H", "H"], "positions_angstrom": [[1.38, 2.62, 2.14], [2.31, 1.37, 2.04], [1.70, 0.41, 1.03], [2.53, -0.79, 0.76], [2.54, -1.17, -0.62], [3.72, -1.12, -1.32], [3.79, -1.43, -2.67], [5.13, -1.32, -3.39], [6.12, -2.30, -2.78], [7.19, -2.67, -3.34], [2.67, -1.82, -3.35], [2.71, -2.15, -4.65], [1.45, -1.89, -2.69], [1.41, -1.57, -1.35], [-0.18, -1.69, -0.53], [-1.25, -1.18, -1.87], [-2.39, -0.44, -1.62], [-3.19, -0.02, -2.66], [-4.43, 0.83, -2.36], [-4.24, 1.54, -1.16], [-4.86, 0.84, -0.10], [-2.81, -0.36, -3.95], [-1.68, -1.10, -4.19], [-0.87, -1.53, -3.15], [0.32, -2.26, -3.48], [0.12, -3.73, -3.56], [-1.00, -4.29, -2.68], [-0.97, -5.74, -2.92], [-1.97, -6.37, -2.26], [-3.14, -6.34, -2.56], [0.74, 2.63, 1.25], [1.93, 3.56, 2.13], [0.71, 2.59, 3.01], [3.32, 1.72, 1.78], [2.33, 0.90, 3.03], [1.44, 0.92, 0.09], [0.75, 0.06, 1.46], [2.27, -1.56, 1.36], [4.65, -0.80, -0.84], [5.55, -0.31, -3.27], [5.00, -1.46, -4.47], [5.85, -2.73, -1.80], [7.64, -3.33, -2.71], [-2.62, -0.21, -0.58], [-4.54, 1.58, -3.16], [-5.34, 0.22, -2.36], [-4.27, 0.92, 0.67], [-3.44, 0.00, -4.76], [-1.40, -1.31, -5.22], [-0.03, -4.08, -4.59], [1.05, -4.20, -3.23], [-2.00, -3.96, -2.95], [-0.79, -4.16, -1.61], [-1.66, -6.99, -1.39], [4.50, 5.69, 0.85], [5.58, 6.48, 0.71], [6.61, 6.22, -0.35], [7.56, 6.98, -0.44], [6.43, 5.06, -1.22], [5.35, 4.28, -1.08], [4.31, 4.55, -0.04], [3.35, 3.81, 0.03], [5.15, 3.21, -1.85], [5.80, 7.53, 1.50], [3.75, 5.87, 1.60], [7.19, 4.88, -1.96], [4.31, 2.82, -1.54], [6.64, 7.92, 1.19], [5.75, 4.92, 6.93], [4.84, 4.85, 5.95], [4.43, 6.06, 5.16], [3.61, 5.92, 4.27], [5.02, 7.34, 5.51], [5.93, 7.42, 6.49], [6.36, 6.20, 7.26], [7.20, 6.33, 8.13], [6.49, 8.57, 6.84], [4.25, 3.70, 5.61], [6.06, 4.06, 7.50], [4.70, 8.21, 4.95], [7.11, 8.35, 7.57], [3.64, 3.92, 4.88], [-6.26, -7.11, -4.25], [-6.55, -7.88, -5.31], [-7.97, -8.13, -5.73], [-8.18, -8.82, -6.71], [-9.04, -7.53, -4.93], [-8.74, -6.77, -3.87], [-7.32, -6.50, -3.47], [-7.12, -5.78, -2.51], [-9.68, -6.21, -3.11], [-5.61, -8.46, -6.05], [-5.24, -6.92, -3.94], [-10.06, -7.73, -5.23], [-9.20, -5.71, -2.42], [-6.09, -8.95, -6.75], [-5.91, 1.07, 3.62], [-6.60, 1.06, 4.77], [-6.02, 0.50, 6.04], [-6.68, 0.53, 7.05], [-4.68, -0.07, 5.98], [-3.99, -0.06, 4.83], [-4.57, 0.52, 3.58], [-3.88, 0.52, 2.57], [-2.76, -0.57, 4.74], [-7.84, 1.54, 4.86], [-6.32, 1.47, 2.71], [-4.27, -0.48, 6.90], [-2.49, -0.44, 3.81], [-8.11, 1.42, 5.79]]}


{"formula": "C22H13BrCl56I2O4S", "method": "ωB97M-V with the def2-TZVPD basis set", "homo_ha": -0.3535, "max_force_ev_per_a": 5.296, "orbital_gap_ev": 9.28, "spin_multiplicity": 1, "e_tot_ev": -829540.7946, "symbols": ["C", "C", "C", "Br", "C", "O", "S", "O", "O", "O", "C", "C", "I", "C", "C", "I", "H", "H", "H", "H", "H", "H", "H", "H", "H", "H", "H", "H", "H", "C", "Cl", "Cl", "Cl", "Cl", "C", "Cl", "Cl", "Cl", "Cl", "C", "Cl", "Cl", "Cl", "Cl", "C", "Cl", "Cl", "Cl", "Cl", "C", "Cl", "Cl", "Cl", "Cl", "C", "Cl", "Cl", "Cl", "Cl", "C", "Cl", "Cl", "Cl", "Cl", "C", "Cl", "Cl", "Cl", "Cl", "C", "Cl", "Cl", "Cl", "Cl", "C", "Cl", "Cl", "Cl", "Cl", "C", "Cl", "Cl", "Cl", "Cl", "C", "Cl", "Cl", "Cl", "Cl", "C", "Cl", "Cl", "Cl", "Cl", "C", "Cl", "Cl", "Cl", "Cl"], "positions_angstrom": [[-1.00, -2.36, 2.85], [-0.12, -1.01, 2.74], [-0.56, -0.07, 1.48], [-2.54, 0.25, 1.74], [0.17, 1.37, 1.56], [-0.82, 2.37, 1.09], [0.23, 3.64, 0.64], [-0.19, 4.57, -0.47], [0.64, 4.19, 2.00], [1.31, 2.60, -0.17], [1.63, 1.56, 0.85], [2.22, 0.37, -0.08], [2.89, 1.33, -1.97], [3.51, -0.40, 0.51], [3.31, -1.98, 0.12], [3.78, -0.25, 2.67], [-1.65, -2.59, 1.94], [-1.60, -2.35, 3.84], [-0.24, -3.23, 2.97], [0.96, -1.33, 2.54], [-0.20, -0.35, 3.69], [-0.48, -0.60, 0.47], [0.16, 1.58, 2.71], [2.35, 2.15, 1.53], [1.45, -0.42, -0.41], [4.46, -0.02, -0.02], [2.25, -2.24, 0.52], [3.25, -2.13, -1.02], [4.07, -2.66, 0.64], [4.70, -0.47, -5.76], [4.38, 1.22, -5.31], [5.90, -1.16, -4.63], [3.19, -1.41, -5.65], [5.33, -0.55, -7.42], [9.33, -0.74, -1.90], [10.89, -1.59, -1.96], [9.05, -0.15, -0.25], [9.35, 0.63, -3.03], [8.03, -1.86, -2.35], [12.06, -4.93, -0.02], [12.43, -6.38, 0.93], [12.79, -5.07, -1.64], [10.30, -4.75, -0.18], [12.72, -3.49, 0.80], [-1.85, 0.04, -2.56], [-1.45, -1.45, -1.67], [-1.16, -0.06, -4.20], [-3.62, 0.20, -2.68], [-1.19, 1.45, -1.72], [-5.47, 3.96, -4.28], [-5.78, 5.64, -3.78], [-4.25, 3.24, -3.21], [-6.98, 3.03, -4.18], [-4.88, 3.94, -5.96], [-10.73, 2.98, -3.01], [-9.65, 1.64, -3.43], [-12.15, 2.35, -2.15], [-9.87, 4.13, -1.96], [-11.25, 3.81, -4.49], [-6.43, 1.62, 2.37], [-8.13, 1.58, 1.83], [-5.78, -0.03, 2.38], [-5.48, 2.63, 1.26], [-6.35, 2.30, 4.01], [7.02, -3.19, 3.47], [8.29, -4.28, 4.08], [6.81, -1.83, 4.59], [7.48, -2.58, 1.87], [5.49, -4.09, 3.34], [0.10, -6.08, 1.35], [1.70, -5.74, 2.05], [-0.57, -4.59, 0.64], [0.26, -7.32, 0.09], [-1.00, -6.66, 2.62], [-5.24, 8.84, -1.24], [-3.99, 7.74, -0.64], [-5.43, 10.20, -0.10], [-4.77, 9.47, -2.83], [-6.78, 7.97, -1.37], [-1.63, -8.98, 6.27], [-1.65, -7.89, 7.68], [0.04, -9.51, 5.96], [-2.65, -10.40, 6.60], [-2.25, -8.12, 4.85], [-1.11, 7.34, 3.93], [-2.47, 6.58, 4.80], [0.40, 7.02, 4.81], [-1.00, 6.65, 2.30], [-1.38, 9.09, 3.83], [-5.17, -5.05, 2.97], [-6.82, -5.68, 2.81], [-4.50, -4.71, 1.35], [-5.19, -3.56, 3.93], [-4.14, -6.26, 3.78], [-1.42, 4.27, -8.59], [-1.04, 2.78, -7.70], [-0.73, 4.18, -10.22], [-3.19, 4.45, -8.70], [-0.74, 5.66, -7.73]]}


{"formula": "C41H35ClN2Si2Zr", "method": "ωB97M-V with the def2-TZVPD basis set", "charge": 2, "homo_ha": [-0.4040, -0.4042], "max_force_ev_per_a": 3.403, "orbital_gap_ev": [3.60, 3.61], "spin_multiplicity": 1, "e_tot_ev": -75609.1711, "symbols": ["C", "C", "C", "H", "C", "C", "H", "H", "H", "H", "Zr", "Si", "C", "C", "H", "C", "H", "C", "H", "C", "H", "C", "H", "C", "C", "H", "C", "H", "C", "H", "C", "H", "C", "H", "H", "Si", "C", "C", "H", "C", "H", "C", "H", "C", "H", "C", "H", "C", "C", "H", "C", "H", "C", "H", "C", "H", "C", "H", "H", "Cl", "C", "C", "N", "C", "C", "C", "C", "C", "C", "C", "C", "C", "N", "C", "H", "H", "H", "H", "H", "H", "H", "H"], "positions_angstrom": [[1.81, -0.65, 0.37], [1.21, -1.82, -0.22], [1.11, -1.60, -1.64], [1.01, -2.75, 0.30], [1.64, -0.29, -1.92], [2.06, 0.29, -0.68], [2.62, 1.22, -0.56], [2.15, -0.56, 1.39], [0.87, -2.35, -2.38], [1.82, 0.13, -2.90], [-0.39, -0.07, -0.62], [-2.47, -2.81, -5.07], [-3.96, -4.03, -4.97], [-5.15, -3.66, -5.59], [-5.28, -2.63, -5.95], [-6.18, -4.58, -5.82], [-7.08, -4.26, -6.34], [-6.05, -5.90, -5.37], [-6.86, -6.62, -5.54], [-4.87, -6.28, -4.71], [-4.78, -7.30, -4.33], [-3.84, -5.36, -4.51], [-2.93, -5.68, -4.00], [-2.74, -2.32, -6.88], [-3.02, -3.26, -7.91], [-3.03, -4.33, -7.68], [-3.36, -2.83, -9.19], [-3.66, -3.56, -9.95], [-3.34, -1.46, -9.51], [-3.58, -1.13, -10.53], [-3.04, -0.53, -8.51], [-2.98, 0.53, -8.75], [-2.85, -0.97, -7.19], [-2.80, -0.22, -6.38], [-1.29, -3.72, -4.99], [-4.73, -1.02, -2.91], [-3.21, -0.44, -3.81], [-1.95, -1.25, -4.08], [-1.54, -1.72, -3.18], [-0.88, -0.60, -4.84], [-0.06, -1.22, -5.19], [-0.87, 0.76, -5.01], [-0.04, 1.25, -5.52], [-1.95, 1.52, -4.55], [-1.92, 2.60, -4.65], [-3.07, 0.93, -3.99], [-3.86, 1.56, -3.60], [-4.36, -2.58, -1.94], [-3.06, -3.00, -1.59], [-2.20, -2.33, -1.66], [-2.78, -4.30, -1.15], [-1.74, -4.60, -0.99], [-3.84, -5.19, -0.93], [-3.65, -6.21, -0.58], [-5.16, -4.74, -1.13], [-6.00, -5.41, -0.90], [-5.43, -3.47, -1.64], [-6.45, -3.15, -1.87], [-5.70, -0.06, -2.43], [-2.88, 0.08, -0.82], [-0.05, 4.42, -0.51], [-0.10, 3.11, -0.98], [-0.24, 2.09, -0.10], [-0.27, 2.31, 1.25], [-0.19, 3.62, 1.77], [-0.08, 4.67, 0.85], [-0.25, 3.79, 3.19], [-0.42, 2.72, 4.03], [-0.58, 1.39, 3.53], [-0.86, 0.28, 4.33], [-1.11, -0.96, 3.75], [-1.02, -1.11, 2.36], [-0.70, -0.04, 1.59], [-0.48, 1.20, 2.13], [0.02, 5.23, -1.24], [-0.04, 2.83, -2.04], [-0.03, 5.67, 1.26], [-0.16, 4.80, 3.57], [-0.47, 2.86, 5.11], [-0.92, 0.43, 5.40], [-1.37, -1.83, 4.33], [-1.22, -2.05, 1.82]]}


{"formula": "C40H82N2O17S4", "method": "ωB97M-V with the def2-TZVPD basis set", "homo_ha": -0.3184, "max_force_ev_per_a": 4.101, "orbital_gap_ev": 9.06, "spin_multiplicity": 1, "smiles": "CCOS(C)(=O)=O.CCOS(C)(=O)=O.CCOS(C)(=O)=O.CCOS(C)(=O)=O.c1cc[nH]c1.c1cc[nH]c1.C1CCOC1.C1CCOC1.C1CCOC1.C1CCOC1.C1CCOC1", "e_tot_ev": -123932.7470, "symbols": ["C", "C", "C", "O", "C", "H", "H", "H", "H", "H", "H", "H", "H", "C", "C", "C", "O", "C", "H", "H", "H", "H", "H", "H", "H", "H", "C", "C", "C", "O", "C", "H", "H", "H", "H", "H", "H", "H", "H", "C", "C", "C", "O", "C", "H", "H", "H", "H", "H", "H", "H", "H", "C", "C", "C", "O", "C", "H", "H", "H", "H", "H", "H", "H", "H", "N", "C", "C", "C", "C", "H", "H", "H", "H", "H", "N", "C", "C", "C", "C", "H", "H", "H", "H", "H", "O", "S", "O", "O", "C", "C", "C", "H", "H", "H", "H", "H", "H", "H", "H", "O", "S", "O", "O", "C", "C", "C", "H", "H", "H", "H", "H", "H", "H", "H", "O", "S", "O", "O", "C", "C", "C", "H", "H", "H", "H", "H", "H", "H", "H", "O", "S", "O", "O", "C", "C", "C", "H", "H", "H", "H", "H", "H", "H", "H"], "positions_angstrom": [[-3.55, -4.64, 4.35], [-2.31, -3.99, 3.77], [-2.97, -3.01, 2.77], [-4.14, -3.69, 2.30], [-4.58, -4.67, 3.21], [-3.91, -3.90, 5.05], [-3.54, -5.64, 4.75], [-1.59, -4.66, 3.27], [-1.66, -3.49, 4.48], [-2.31, -2.70, 1.94], [-3.39, -2.19, 3.30], [-4.75, -5.60, 2.68], [-5.57, -4.41, 3.60], [-5.09, -2.40, -1.73], [-4.55, -1.17, -2.53], [-4.69, 0.01, -1.55], [-4.69, -0.55, -0.26], [-4.86, -1.97, -0.24], [-4.54, -3.32, -1.96], [-6.10, -2.72, -1.95], [-5.08, -0.85, -3.44], [-3.50, -1.39, -2.74], [-5.65, 0.54, -1.67], [-3.86, 0.73, -1.63], [-5.64, -2.25, 0.47], [-3.92, -2.34, 0.14], [-1.58, 3.11, -4.97], [-0.92, 1.75, -4.76], [-1.92, 0.99, -3.91], [-2.84, 1.95, -3.44], [-2.33, 3.25, -3.65], [-2.33, 3.00, -5.75], [-0.89, 3.95, -5.12], [0.03, 1.91, -4.24], [-0.57, 1.16, -5.61], [-1.44, 0.44, -3.08], [-2.52, 0.28, -4.46], [-1.67, 3.53, -2.82], [-3.19, 3.93, -3.69], [5.83, 0.01, -2.80], [6.10, -0.89, -3.98], [5.25, -2.14, -3.67], [5.15, -2.22, -2.27], [5.62, -1.00, -1.68], [4.86, 0.52, -2.91], [6.61, 0.74, -2.58], [7.13, -1.23, -3.99], [6.02, -0.43, -4.97], [5.80, -3.02, -3.97], [4.26, -2.03, -4.07], [6.45, -1.26, -1.00], [4.85, -0.55, -1.03], [-1.59, -4.45, -1.20], [-0.29, -5.14, -1.54], [0.12, -5.62, -0.14], [-1.10, -5.69, 0.63], [-2.24, -5.35, -0.15], [-2.33, -4.23, -1.97], [-1.38, -3.46, -0.77], [0.50, -4.63, -2.10], [-0.57, -6.06, -2.02], [0.71, -4.91, 0.43], [0.69, -6.56, -0.23], [-3.01, -4.85, 0.45], [-2.63, -6.26, -0.62], [-3.78, 2.13, 4.72], [-3.01, 3.24, 4.54], [-1.90, 2.84, 3.89], [-1.98, 1.41, 3.73], [-3.18, 1.04, 4.18], [-4.71, 2.16, 5.09], [-3.31, 4.18, 4.98], [-1.12, 3.49, 3.51], [-1.23, 0.83, 3.23], [-3.68, 0.11, 4.25], [-2.70, -2.46, -6.15], [-1.62, -1.69, -6.37], [-0.70, -2.01, -5.40], [-1.26, -3.04, -4.60], [-2.55, -3.27, -5.01], [-3.58, -2.28, -6.62], [-1.61, -1.05, -7.22], [0.23, -1.49, -5.23], [-0.74, -3.55, -3.79], [-3.34, -3.92, -4.69], [2.91, 8.03, 0.45], [1.48, 8.36, 0.34], [0.98, 9.09, -0.83], [0.72, 7.04, 0.36], [1.26, 5.96, 1.19], [0.16, 4.97, 1.42], [1.05, 9.26, 1.82], [1.73, 6.32, 2.12], [2.10, 5.60, 0.65], [0.53, 4.12, 1.99], [-0.27, 4.65, 0.48], [-0.68, 5.45, 1.95], [0.04, 9.60, 1.63], [1.72, 10.10, 1.89], [1.23, 8.61, 2.68], [0.21, -1.05, 1.73], [0.15, 0.03, 0.74], [0.49, 1.37, 1.12], [1.13, -0.34, -0.41], [1.43, -1.75, -0.70], [1.63, -1.86, -2.18], [-1.54, 0.03, 0.20], [0.66, -2.39, -0.30], [2.31, -1.99, -0.09], [0.67, -1.62, -2.65], [1.82, -2.91, -2.44], [2.37, -1.14, -2.54], [-2.17, 0.40, 1.00], [-1.80, -1.01, 0.08], [-1.64, 0.62, -0.71], [5.79, 3.53, 1.73], [4.37, 3.39, 1.87], [3.62, 4.16, 2.81], [3.75, 3.69, 0.46], [4.45, 3.19, -0.72], [3.73, 3.68, -1.93], [4.02, 1.67, 2.21], [4.43, 2.10, -0.62], [5.51, 3.36, -0.63], [3.74, 4.78, -1.84], [2.70, 3.31, -2.00], [4.19, 3.43, -2.88], [2.94, 1.64, 2.35], [4.53, 1.44, 3.14], [4.36, 1.00, 1.42], [3.04, -1.37, 3.07], [3.05, -1.97, 4.42], [4.25, -2.64, 4.91], [2.79, -0.84, 5.47], [1.60, 0.03, 5.25], [1.99, 1.48, 5.61], [1.63, -2.98, 4.50], [0.76, -0.39, 5.81], [1.24, -0.10, 4.24], [1.15, 2.15, 5.37], [2.81, 1.77, 4.95], [2.28, 1.49, 6.67], [1.61, -3.39, 5.52], [1.74, -3.75, 3.74], [0.78, -2.33, 4.32]]}